# 1
DFT (ωB97M-V/def2-TZVPD) results for a molecular structure, CH2N3O3S.

Output
net charge: -1

XYZ file:
```
10
Properties=species:S:1:pos:R:3:lowdin_charge:R:1
C -1.588 -1.046 -0.021 -0.34
N -1.686 0.112 0.546 -0.01
N -0.393 -0.088 1.047 -0.20
N -0.326 -1.396 0.316 -0.12
O 0.713 0.232 -1.462 -0.35
O 1.566 2.054 0.250 -0.32
O 2.153 -0.695 0.364 -0.33
S 0.940 -0.031 -0.062 0.69
H -2.486 -1.484 -0.510 0.10
H 1.108 2.341 -0.469 -0.13
```

# 2
DFT (ωB97M-V/def2-TZVPD) results for a single CH2N4O molecule.

Output
SMILES: [H]/N=c1\nn[nH]o1

XYZ file:
```
8
Properties=species:S:1:pos:R:3:lowdin_charge:R:1
C -0.627 0.105 -0.370 -0.49
H -2.109 -0.615 -1.488 0.09
H 1.615 0.657 1.688 0.12
N -1.735 -0.309 -0.581 0.17
N 0.544 -0.540 -0.945 0.08
N 1.433 -0.415 -0.063 -0.02
N 1.121 0.305 0.947 0.02
O -0.242 0.812 0.812 0.03
```

# 3
DFT (ωB97M-V/def2-TZVPD) results for a single CH2N4O molecule.

Output
SMILES: [H]/N=c1/nno[nH]1

XYZ file:
```
8
Properties=species:S:1:pos:R:3:lowdin_charge:R:1
C 0.502 0.177 -0.599 -0.45
H 1.193 -0.188 -2.310 0.08
H -1.184 -1.096 -0.807 0.12
N 1.590 0.036 -1.325 0.12
N 0.651 0.515 0.782 0.08
N -0.390 0.124 1.441 0.00
N -0.914 -0.127 -0.735 0.14
O -1.198 -0.452 0.696 -0.10
```

# 4
DFT (ωB97M-V/def2-TZVPD) results for a single CH2N4O molecule.

Output
SMILES: [H]/N=c1\[nH]nno1

XYZ file:
```
8
Properties=species:S:1:pos:R:3:lowdin_charge:R:1
C 0.452 0.244 -0.255 -0.51
H 2.052 0.205 0.721 0.04
H -0.177 -0.767 1.517 0.18
N 1.700 0.462 -0.184 0.14
N -0.429 -0.376 0.585 0.07
N -1.654 -0.467 0.006 0.03
N -1.584 0.093 -1.103 0.02
O -0.360 0.605 -1.288 0.03
```

# 5
DFT (ωB97M-V/def2-TZVPD) results for a molecular structure, CH2N4O.

XYZ file:
```
8
Properties=species:S:1:pos:R:3:lowdin_charge:R:1
C 0.022 0.039 0.000 -0.69
H 1.323 -1.484 -0.734 0.25
H 1.539 0.178 -1.529 0.08
N 0.792 -0.344 -1.071 0.11
N -0.677 -0.808 0.590 0.08
N -1.606 -0.009 1.336 0.05
N -1.301 1.173 1.069 0.02
O -0.094 1.256 0.339 0.09
```

# 6
DFT (ωB97M-V/def2-TZVPD) results for 2 unconnected molecules or ions with the total composition CH2N4O2.

Output
SMILES: [H]/N=N/N=N/[H].O=C=O

XYZ file:
```
9
Properties=species:S:1:pos:R:3:lowdin_charge:R:1
C -2.915 -0.105 -0.172 -0.49
N 0.179 0.348 1.174 0.09
N 2.904 -0.475 -0.515 0.04
N 1.083 0.539 0.376 -0.09
N 1.669 -0.319 -0.470 -0.09
O -3.191 -0.667 0.756 0.24
O -2.596 0.475 -1.105 0.21
H -0.408 1.109 1.327 0.03
H 3.275 -0.905 -1.370 0.06
```

Computed energy relative to the best compared isomer or geometry (same formula, charge and spin), in the same sequence as the records: 4.127; 3.326; 4.236; 1.640; 2.847; 2.332 eV.
Computed maximum force, in the same sequence as the records: 5.4; 5.2; 6.1; 2.1; 6.3; 4.9 eV Å⁻¹.
Computed gap between HOMO and LUMO, in the same sequence as the records: 9.43; 10.24; 9.83; 10.25; 10.59; 8.99 eV.